Record 1
Entry from the Open Molecules 2025 dataset: a cluster of 7 separate species, H13O6S in total (ωB97M-V/def2-TZVPD).

Structure (XYZ):
```
20
Properties=species:S:1:pos:R:3:nbo_charge:R:1
S 1.851 -1.035 1.675 -1.01
H 0.848 -1.787 1.698 0.06
H 0.798 -2.394 -0.102 0.48
H 2.196 -2.398 -0.703 0.47
O 1.322 -2.486 -0.951 -0.97
H -1.007 1.305 -1.303 0.50
H 0.178 0.901 -2.393 0.49
O -0.745 1.041 -2.215 -1.02
H -1.943 -1.633 -1.218 0.49
H -2.406 -0.341 -0.501 0.47
O -2.460 -1.246 -0.419 -0.96
H -0.940 2.623 0.591 0.48
H -1.975 1.547 0.840 0.51
O -1.675 2.186 0.107 -0.98
H 2.482 0.296 -0.472 0.50
H 2.753 1.562 0.249 0.47
O 2.736 1.196 -0.704 -0.97
H -0.034 0.422 2.340 0.51
H -1.018 -0.246 1.454 0.48
O -0.960 0.488 2.027 -1.01
```

The energy relative to the best compared isomer or geometry (same formula, charge and spin) comes out at 36.5 kcal/mol. Its spin multiplicity is 1. As for the orbital gap: 7.54 eV. The HOMO energy is -0.1507 Ha. Its total charge is -1. The value obtained for the LUMO energy is 3.4 eV.


Record 2
Entry from the Open Molecules 2025 dataset: a structure of composition H14Na6O11S (ωB97M-V/def2-TZVPD).

Structure (XYZ):
```
32
Properties=species:S:1:pos:R:3:nbo_charge:R:1
Na 11.042 -18.601 19.154 0.98
Na 16.092 -16.105 17.624 0.99
Na 12.227 -14.485 17.236 0.56
Na 11.218 -15.109 14.074 0.61
Na 9.714 -17.147 16.079 0.95
Na 14.610 -15.670 14.201 0.89
S 12.897 -17.366 16.564 2.66
O 14.254 -16.850 16.321 -1.16
O 12.426 -16.955 17.919 -1.14
O 12.029 -16.753 15.591 -1.22
O 12.829 -18.788 16.457 -1.04
O 15.562 -17.824 14.265 -0.99
H 15.144 -17.530 15.074 0.46
H 16.404 -18.182 14.546 0.52
O 13.499 -18.685 20.005 -0.99
H 13.999 -19.100 19.302 0.50
H 13.742 -17.760 19.960 0.47
O 10.441 -19.633 16.217 -1.03
H 11.397 -19.576 16.201 0.50
H 10.247 -20.508 15.881 0.52
O 14.233 -20.283 14.573 -0.92
H 14.723 -19.479 14.405 0.46
H 13.685 -20.076 15.331 0.45
O 11.950 -18.855 13.639 -0.93
H 12.670 -18.748 13.018 0.48
H 12.250 -18.414 14.434 0.44
O 14.967 -19.867 17.708 -0.97
H 14.892 -20.821 17.675 0.50
H 14.259 -19.551 17.147 0.47
O 14.361 -16.171 19.536 -0.99
H 14.406 -15.305 19.941 0.50
H 13.491 -16.206 19.139 0.49
```

Its spin multiplicity is 2. As for the orbital gap (alpha / beta): 4.78 / 7.46 eV. The HOMO energy (alpha / beta) is -0.5449 / -0.6621 Ha. Its total charge is +3. The value obtained for the LUMO energy (alpha / beta) is -10.0 / -10.6 eV.


Record 3
Entry from the Open Molecules 2025 dataset: a cluster of 7 separate species, H14O6S in total (ωB97M-V/def2-TZVPD).

Structure (XYZ):
```
21
Properties=species:S:1:pos:R:3:nbo_charge:R:1
S 4.701 -2.529 0.804 -0.27
H 4.488 -1.864 1.944 0.13
H 4.519 -3.718 1.388 0.14
H 2.371 -0.411 2.545 0.46
H 0.961 0.170 2.406 0.47
O 1.713 -0.145 1.891 -0.93
H -2.880 0.699 -1.114 0.48
H -2.948 0.501 -2.600 0.47
O -3.225 1.122 -1.911 -0.96
H -0.571 2.937 0.972 0.48
H 0.478 2.077 0.274 0.49
O -0.344 2.021 0.777 -0.96
H -4.672 3.354 -3.124 0.47
H -4.282 3.300 -1.672 0.48
O -4.951 3.668 -2.259 -0.94
H -0.556 -1.273 -0.979 0.47
H 0.532 -2.340 -1.052 0.47
O 0.399 -1.387 -0.932 -0.94
H -2.956 -0.116 0.962 0.47
H -1.410 -0.094 1.054 0.50
O -2.154 -0.583 0.683 -0.97
```

The energy relative to the best compared isomer or geometry (same formula, charge and spin) comes out at 27.8 kcal/mol. Its spin multiplicity is 1. As for the orbital gap: 10.02 eV. The HOMO energy is -0.3586 Ha. The value obtained for the LUMO energy is 0.3 eV.


Record 4
Entry from the Open Molecules 2025 dataset: a cluster of 7 separate species, H14O6S in total (ωB97M-V/def2-TZVPD).

Structure (XYZ):
```
21
Properties=species:S:1:pos:R:3:nbo_charge:R:1
S -3.623 -0.101 0.106 -0.34
H -3.082 -0.931 -0.877 0.15
H -2.661 0.781 -0.295 0.18
H -0.743 0.828 0.846 0.51
H -1.427 -0.263 1.700 0.47
O -0.635 0.290 1.753 -1.00
H 0.923 -1.549 -2.379 0.48
H 1.706 -0.585 -1.507 0.49
O 0.852 -0.676 -1.940 -0.97
H 1.145 -2.288 2.298 0.48
H 0.439 -0.986 1.694 0.51
O 1.212 -1.540 1.707 -1.00
H 3.364 -1.598 -0.638 0.46
H 2.420 -1.206 0.566 0.52
O 3.072 -0.850 -0.100 -1.00
H 0.338 1.943 -0.742 0.52
H -0.112 0.526 -1.145 0.50
O -0.462 1.346 -0.817 -1.00
H 2.957 2.422 -0.243 0.49
H 2.686 1.203 -1.213 0.49
O 2.224 1.856 -0.598 -0.97
```

The energy relative to the best compared isomer or geometry (same formula, charge and spin) comes out at 14.0 kcal/mol. Its spin multiplicity is 1. As for the orbital gap: 9.97 eV. The HOMO energy is -0.3565 Ha. The value obtained for the LUMO energy is 0.3 eV.


| no. | energy (a.u.) | F_max (eV/A) |
| --- | --- | --- |
| 1 | -857.4671 | 4.79 |
| 2 | -2207.3194 | 3.45 |
| 3 | -857.9948 | 0.47 |
| 4 | -858.0167 | 2.74 |